No. 1
{"formula": "C102H85F17", "method": "ωB97M-V with the def2-TZVPD basis set", "homo_lumo_gap_ev": 9.27, "lumo_ha": 0.016, "charge": 0, "relative_energy_ev": 3.2206, "elements": ["F", "C", "C", "C", "C", "C", "C", "H", "H", "H", "H", "H", "F", "C", "C", "C", "C", "C", "C", "H", "H", "H", "H", "H", "F", "C", "C", "C", "C", "C", "C", "H", "H", "H", "H", "H", "F", "C", "C", "C", "C", "C", "C", "H", "H", "H", "H", "H", "F", "C", "C", "C", "C", "C", "C", "H", "H", "H", "H", "H", "F", "C", "C", "C", "C", "C", "C", "H", "H", "H", "H", "H", "F", "C", "C", "C", "C", "C", "C", "H", "H", "H", "H", "H", "F", "C", "C", "C", "C", "C", "C", "H", "H", "H", "H", "H", "F", "C", "C", "C", "C", "C", "C", "H", "H", "H", "H", "H", "F", "C", "C", "C", "C", "C", "C", "H", "H", "H", "H", "H", "F", "C", "C", "C", "C", "C", "C", "H", "H", "H", "H", "H", "F", "C", "C", "C", "C", "C", "C", "H", "H", "H", "H", "H", "F", "C", "C", "C", "C", "C", "C", "H", "H", "H", "H", "H", "F", "C", "C", "C", "C", "C", "C", "H", "H", "H", "H", "H", "F", "C", "C", "C", "C", "C", "C", "H", "H", "H", "H", "H", "F", "C", "C", "C", "C", "C", "C", "H", "H", "H", "H", "H", "F", "C", "C", "C", "C", "C", "C", "H", "H", "H", "H", "H"], "positions_angstrom": [[4.111, -1.886, -4.714], [3.131, -2.284, -5.566], [3.235, -2.108, -6.919], [2.254, -2.722, -7.753], [1.185, -3.396, -7.143], [1.012, -3.439, -5.716], [2.045, -2.948, -4.974], [4.032, -1.481, -7.292], [2.410, -2.709, -8.822], [0.405, -3.857, -7.730], [0.236, -4.033, -5.257], [2.102, -3.162, -3.917], [-5.183, 3.821, 1.047], [-4.394, 2.712, 1.040], [-3.862, 2.230, -0.199], [-3.175, 1.031, -0.234], [-3.104, 0.340, 0.964], [-3.799, 0.702, 2.108], [-4.419, 1.935, 2.178], [-3.961, 2.736, -1.149], [-2.779, 0.705, -1.184], [-2.670, -0.640, 0.829], [-3.804, 0.142, 3.031], [-4.904, 2.210, 3.103], [1.657, 1.260, -4.830], [1.107, 1.476, -6.039], [0.596, 0.444, -6.775], [0.070, 0.706, -8.047], [0.039, 1.977, -8.621], [0.488, 3.017, -7.871], [0.958, 2.786, -6.578], [0.806, -0.555, -6.422], [-0.250, -0.135, -8.645], [-0.298, 2.162, -9.631], [0.400, 4.002, -8.305], [1.190, 3.568, -5.870], [0.731, 5.648, 5.692], [0.934, 4.464, 5.118], [-0.138, 3.928, 4.429], [0.104, 2.744, 3.754], [1.313, 2.078, 3.874], [2.319, 2.614, 4.645], [2.107, 3.791, 5.321], [-1.022, 4.534, 4.301], [-0.675, 2.419, 3.081], [1.545, 1.199, 3.291], [3.301, 2.166, 4.613], [2.934, 4.248, 5.843], [-4.201, -10.791, 2.530], [-3.377, -9.796, 2.047], [-3.967, -8.667, 1.426], [-3.196, -7.640, 0.829], [-1.847, -7.775, 0.932], [-1.182, -8.801, 1.724], [-1.985, -9.830, 2.195], [-5.046, -8.713, 1.449], [-3.677, -6.779, 0.388], [-1.233, -7.021, 0.463], [-0.104, -8.859, 1.692], [-1.613, -10.726, 2.670], [2.322, -8.951, 0.976], [2.104, -7.695, 0.400], [1.667, -6.575, 1.103], [1.585, -5.306, 0.460], [1.950, -5.199, -0.898], [2.148, -6.351, -1.631], [2.154, -7.576, -0.999], [1.324, -6.849, 2.091], [1.321, -4.372, 0.935], [2.006, -4.239, -1.390], [2.168, -6.342, -2.711], [2.576, -8.418, -1.527], [0.738, -2.310, 3.639], [1.917, -2.001, 4.263], [1.923, -1.484, 5.543], [3.087, -1.351, 6.349], [4.307, -1.787, 5.822], [4.398, -2.285, 4.507], [3.207, -2.372, 3.748], [1.044, -1.062, 6.006], [2.964, -1.071, 7.385], [5.152, -1.658, 6.483], [5.349, -2.648, 4.146], [3.276, -2.905, 2.812], [1.025, 5.950, 2.356], [1.879, 6.974, 2.070], [3.024, 7.076, 2.753], [3.885, 8.211, 2.576], [3.465, 9.223, 1.697], [2.199, 9.115, 1.116], [1.388, 8.072, 1.264], [3.323, 6.256, 3.389], [4.911, 8.321, 2.896], [4.052, 10.095, 1.451], [1.907, 9.942, 0.486], [0.392, 8.033, 0.848], [-6.045, 0.626, -2.659], [-4.910, 0.136, -3.294], [-4.147, 0.917, -4.134], [-3.020, 0.482, -4.769], [-2.575, -0.834, -4.421], [-3.372, -1.722, -3.703], [-4.448, -1.182, -3.012], [-4.341, 1.950, -4.385], [-2.448, 1.105, -5.441], [-1.713, -1.332, -4.840], [-3.053, -2.709, -3.401], [-5.093, -1.797, -2.403], [-1.834, 4.953, -0.182], [-2.395, 6.066, 0.386], [-2.174, 6.375, 1.701], [-2.703, 7.474, 2.357], [-3.695, 8.193, 1.613], [-4.062, 7.835, 0.296], [-3.364, 6.796, -0.316], [-1.396, 5.784, 2.161], [-2.337, 7.755, 3.333], [-4.050, 9.047, 2.172], [-4.849, 8.305, -0.276], [-3.595, 6.552, -1.342], [-3.440, -7.263, 5.142], [-2.172, -6.788, 5.084], [-1.211, -7.115, 6.011], [0.013, -6.518, 5.997], [0.344, -5.594, 4.961], [-0.576, -5.317, 4.022], [-1.876, -5.887, 4.096], [-1.330, -7.784, 6.850], [0.656, -6.728, 6.839], [1.240, -4.996, 5.041], [-0.240, -4.614, 3.274], [-2.564, -5.505, 3.357], [6.058, 1.374, 5.096], [5.963, 1.941, 3.882], [6.383, 3.250, 3.749], [6.337, 3.803, 2.451], [5.654, 3.110, 1.444], [5.153, 1.784, 1.631], [5.308, 1.197, 2.871], [6.926, 3.735, 4.546], [6.753, 4.766, 2.192], [5.581, 3.623, 0.496], [4.636, 1.166, 0.911], [5.065, 0.172, 3.111], [-3.929, -3.040, 2.816], [-3.549, -3.009, 4.117], [-2.532, -2.132, 4.467], [-2.167, -1.831, 5.782], [-2.990, -2.430, 6.746], [-3.960, -3.423, 6.450], [-4.339, -3.637, 5.137], [-2.047, -1.545, 3.701], [-1.333, -1.199, 6.051], [-2.764, -2.271, 7.790], [-4.455, -3.900, 7.283], [-5.101, -4.374, 4.927], [-2.033, -6.213, -4.503], [-3.166, -5.946, -3.721], [-2.914, -5.303, -2.462], [-3.983, -5.086, -1.646], [-5.272, -5.442, -2.095], [-5.481, -6.091, -3.281], [-4.412, -6.410, -4.052], [-1.896, -5.000, -2.265], [-3.736, -4.446, -0.811], [-6.170, -5.234, -1.532], [-6.463, -6.401, -3.606], [-4.646, -6.924, -4.972], [-0.523, -2.790, -1.427], [0.040, -1.673, -0.899], [0.301, -0.667, -1.735], [0.724, 0.527, -1.261], [0.759, 0.746, 0.125], [0.445, -0.282, 0.999], [0.008, -1.494, 0.515], [0.222, -0.709, -2.812], [1.017, 1.259, -1.998], [1.116, 1.690, 0.510], [0.398, -0.135, 2.068], [-0.264, -2.210, 1.276], [6.126, 6.808, -3.330], [5.359, 5.773, -2.874], [5.610, 4.422, -3.353], [4.946, 3.348, -2.804], [3.926, 3.572, -1.842], [3.617, 4.902, -1.483], [4.320, 6.042, -1.988], [6.392, 4.317, -4.090], [5.211, 2.362, -3.157], [3.422, 2.742, -1.369], [2.845, 5.195, -0.788], [4.005, 7.042, -1.730], [-3.178, 7.098, -3.449], [-1.939, 6.788, -4.047], [-1.724, 7.187, -5.429], [-0.552, 6.772, -6.094], [0.402, 6.125, -5.369], [0.341, 6.015, -3.957], [-0.832, 6.356, -3.327], [-2.547, 7.674, -5.932], [-0.382, 6.728, -7.159], [1.362, 5.826, -5.762], [1.209, 5.709, -3.391], [-0.922, 6.130, -2.275]]}

No. 2
{"formula": "F2H2N2O2S", "method": "ωB97M-V with the def2-TZVPD basis set", "homo_lumo_gap_ev": [9.03, 9.03], "lumo_ha": [-0.035, -0.035], "charge": 0, "relative_energy_ev": 0.8278, "elements": ["N", "N", "O", "O", "F", "F", "S", "H", "H"], "positions_angstrom": [[-1.532, 0.132, -0.018], [1.313, -1.015, 0.486], [0.356, 1.190, -1.286], [0.061, 1.676, 1.148], [0.994, -1.711, -0.664], [2.529, -0.473, 0.235], [-0.035, 0.807, 0.029], [-1.745, -0.475, -0.792], [-1.941, -0.131, 0.862]]}

No. 3
{"formula": "C21H64N6O11", "method": "ωB97M-V with the def2-TZVPD basis set", "smiles": "NC(N)=O.NC(N)=O.NC(N)=O.CC(C)O.CC(C)O.CC(C)O.CC(C)O.CC(C)O.CO.CO.CO", "homo_lumo_gap_ev": 8.10, "lumo_ha": -0.005, "charge": 0, "relative_energy_ev": 11.2927, "elements": ["N", "C", "N", "O", "H", "H", "H", "H", "N", "C", "N", "O", "H", "H", "H", "H", "N", "C", "N", "O", "H", "H", "H", "H", "C", "C", "C", "O", "H", "H", "H", "H", "H", "H", "H", "H", "C", "C", "C", "O", "H", "H", "H", "H", "H", "H", "H", "H", "C", "C", "C", "O", "H", "H", "H", "H", "H", "H", "H", "H", "C", "C", "C", "O", "H", "H", "H", "H", "H", "H", "H", "H", "C", "C", "C", "O", "H", "H", "H", "H", "H", "H", "H", "H", "C", "O", "H", "H", "H", "H", "C", "O", "H", "H", "H", "H", "C", "O", "H", "H", "H", "H"], "positions_angstrom": [[-3.632, 0.954, -0.404], [-4.534, 0.258, 0.226], [-4.334, 0.182, 1.474], [-5.516, -0.370, -0.516], [-3.754, 0.869, -1.442], [-2.852, 1.428, 0.098], [-4.806, -0.617, 1.965], [-3.774, 0.816, 2.068], [0.750, 3.288, -0.548], [0.053, 3.341, 0.500], [-1.179, 3.189, 0.216], [0.479, 3.412, 1.738], [1.693, 3.596, -0.478], [0.305, 3.199, -1.443], [-1.825, 3.457, 0.991], [-1.411, 2.960, -0.731], [-2.966, -3.355, -0.452], [-2.063, -4.066, -0.957], [-1.013, -3.351, -1.074], [-2.101, -5.352, -1.159], [-3.928, -3.788, -0.439], [-2.848, -2.375, 0.010], [-0.185, -3.820, -1.370], [-1.032, -2.441, -0.531], [5.480, -1.734, -0.734], [4.641, -0.614, -0.228], [3.297, -1.236, 0.280], [5.093, 0.014, 0.741], [5.047, -2.072, -1.690], [5.650, -2.500, 0.023], [6.406, -1.247, -1.009], [4.518, 0.211, -0.976], [2.721, -1.807, -0.469], [2.537, -0.657, 0.724], [3.600, -2.008, 1.099], [4.474, 0.660, 1.079], [-2.647, 1.034, 4.953], [-1.593, 1.691, 4.107], [-0.295, 1.016, 4.222], [-1.920, 1.719, 2.884], [-2.591, 1.320, 6.047], [-2.759, -0.100, 4.935], [-3.643, 1.421, 4.655], [-1.454, 2.737, 4.455], [0.434, 1.366, 3.430], [-0.408, -0.107, 4.147], [0.332, 1.250, 5.099], [-1.306, 2.237, 2.381], [-0.017, -1.955, 1.618], [-0.785, -0.745, 1.059], [0.122, 0.121, 0.261], [-1.791, -1.097, 0.367], [-0.448, -2.507, 2.426], [0.912, -1.747, 2.110], [0.189, -2.697, 0.859], [-0.990, -0.167, 1.947], [0.514, -0.345, -0.537], [0.828, 0.613, 0.850], [-0.434, 0.828, -0.287], [-2.301, -0.292, 0.205], [2.344, 0.471, -2.974], [2.343, -0.982, -3.491], [1.099, -1.827, -3.055], [2.495, -1.133, -4.678], [1.964, 0.471, -2.029], [1.820, 1.154, -3.476], [3.397, 0.753, -2.882], [3.149, -1.424, -2.909], [0.307, -1.128, -2.961], [1.077, -2.330, -2.048], [0.824, -2.544, -3.779], [1.823, -0.592, -5.143], [0.289, 3.801, -3.920], [-1.067, 3.603, -3.211], [-2.254, 3.619, -4.203], [-1.170, 2.597, -2.548], [0.226, 4.435, -4.833], [0.975, 2.953, -4.080], [0.851, 4.450, -3.249], [-1.232, 4.464, -2.562], [-2.241, 4.514, -4.808], [-3.307, 3.447, -3.847], [-1.929, 2.772, -4.777], [-1.461, 1.851, -3.073], [3.097, 2.566, 3.110], [3.074, 1.993, 1.839], [2.220, 2.939, 3.608], [3.630, 3.495, 2.990], [3.674, 1.969, 3.883], [2.928, 2.675, 1.187], [2.257, -4.859, -1.024], [1.342, -4.747, -2.080], [2.748, -3.940, -1.006], [2.919, -5.699, -1.129], [1.775, -4.831, -0.092], [1.836, -4.723, -2.928], [-3.485, -2.248, 3.041], [-4.844, -2.089, 2.899], [-3.246, -2.618, 4.019], [-2.846, -1.449, 2.773], [-3.267, -3.112, 2.415], [-5.077, -2.732, 2.260]]}

No. 4
{"formula": "C5H15NO", "method": "ωB97M-V with the def2-TZVPD basis set", "homo_lumo_gap_ev": 9.29, "lumo_ha": 0.021, "charge": 0, "relative_energy_ev": 5.3165, "elements": ["C", "C", "C", "C", "C", "N", "H", "H", "H", "H", "H", "H", "H", "H", "H", "H", "H", "H", "H", "H", "H", "O"], "positions_angstrom": [[0.686, 1.703, -0.638], [0.006, 0.291, -0.640], [-1.462, 0.005, -0.216], [-1.712, -1.495, 0.013], [-1.618, 0.645, 1.192], [1.052, -1.075, -0.016], [0.902, 2.112, 0.363], [-0.122, 2.306, -1.064], [1.552, 1.781, -1.285], [0.068, -0.111, -1.672], [-2.125, 0.375, -1.030], [-2.708, -1.866, 0.281], [-1.483, -1.929, -0.963], [-0.973, -1.918, 0.687], [-1.380, 1.714, 1.184], [-0.890, 0.195, 1.925], [-2.597, 0.554, 1.655], [1.150, -1.532, -0.924], [0.566, -0.067, 0.375], [2.915, -0.693, 0.383], [4.359, -0.629, -0.138], [3.815, -0.365, 0.529]]}

No. 5
{"formula": "C18H37Br2F4N3O6S", "method": "ωB97M-V with the def2-TZVPD basis set", "smiles": "CCOC(=O)CCCN(CC[C@](F)(Br)C(F)(F)Br)S(=O)(=O)F.COC[C@@H](C)N.COC[C@@H](C)N", "homo_lumo_gap_ev": 9.45, "lumo_ha": 0.016, "charge": 0, "elements": ["C", "C", "O", "C", "O", "C", "C", "C", "N", "C", "C", "C", "F", "Br", "C", "F", "F", "Br", "S", "O", "O", "F", "H", "H", "H", "H", "H", "H", "H", "H", "H", "H", "H", "H", "H", "H", "H", "C", "O", "C", "C", "C", "N", "H", "H", "H", "H", "H", "H", "H", "H", "H", "H", "H", "C", "O", "C", "C", "C", "N", "H", "H", "H", "H", "H", "H", "H", "H", "H", "H", "H"], "positions_angstrom": [[4.636, 3.988, 4.002], [5.507, 2.751, 3.898], [4.848, 1.648, 3.239], [5.190, 1.349, 1.972], [5.198, 0.212, 1.615], [5.466, 2.467, 1.000], [4.353, 2.587, -0.071], [3.400, 3.738, 0.176], [2.508, 3.495, 1.352], [1.555, 2.407, 1.008], [0.451, 2.177, 2.056], [-0.246, 0.849, 1.839], [-0.542, 0.755, 0.491], [-1.938, 0.842, 2.770], [0.574, -0.462, 2.172], [-0.204, -1.417, 2.701], [1.061, -0.954, 1.020], [2.053, -0.175, 3.365], [1.652, 4.853, 1.759], [0.711, 5.207, 0.752], [1.283, 4.793, 3.127], [2.819, 5.877, 1.670], [3.617, 3.673, 4.218], [4.966, 4.599, 4.841], [4.639, 4.595, 3.101], [6.467, 2.943, 3.422], [5.706, 2.383, 4.902], [6.379, 2.181, 0.482], [5.635, 3.416, 1.498], [4.851, 2.807, -1.015], [3.846, 1.637, -0.213], [2.774, 3.934, -0.702], [4.001, 4.627, 0.330], [2.114, 1.491, 0.844], [1.060, 2.673, 0.071], [-0.319, 2.933, 1.907], [0.811, 2.300, 3.071], [-3.232, -1.374, 0.261], [-4.407, -1.271, 1.044], [-5.586, -0.969, 0.329], [-6.241, -2.178, -0.354], [-5.517, -2.625, -1.619], [-6.379, -3.324, 0.549], [-3.240, -0.670, -0.578], [-3.093, -2.392, -0.113], [-2.387, -1.138, 0.903], [-6.284, -0.572, 1.072], [-5.395, -0.168, -0.398], [-7.249, -1.864, -0.642], [-4.600, -3.171, -1.399], [-6.155, -3.291, -2.201], [-5.261, -1.769, -2.248], [-6.959, -3.063, 1.341], [-5.465, -3.513, 0.952], [-0.513, -3.515, -1.893], [-1.828, -3.448, -2.418], [-1.960, -2.685, -3.602], [-1.587, -3.432, -4.890], [-0.085, -3.588, -5.106], [-2.219, -4.751, -4.975], [0.037, -2.584, -2.059], [0.038, -4.350, -2.330], [-0.594, -3.685, -0.819], [-3.019, -2.420, -3.660], [-1.399, -1.744, -3.512], [-1.974, -2.829, -5.717], [0.335, -4.367, -4.471], [0.115, -3.873, -6.139], [0.445, -2.656, -4.902], [-3.229, -4.645, -4.956], [-1.999, -5.258, -4.122]]}

No. 6
{"formula": "CH4BNO3", "method": "ωB97M-V with the def2-TZVPD basis set", "homo_lumo_gap_ev": 10.08, "lumo_ha": 0.005, "charge": 0, "relative_energy_ev": 3.4752, "elements": ["B", "C", "N", "O", "O", "O", "H", "H", "H", "H"], "positions_angstrom": [[1.775, 0.043, 0.072], [-0.882, -1.204, 0.299], [-1.795, -0.463, -0.243], [0.487, 0.297, 0.384], [2.305, -1.175, -0.312], [2.695, 1.078, 0.147], [-2.666, -0.764, -0.427], [-1.403, 0.383, -0.490], [1.768, -1.941, -0.669], [2.614, 1.834, 0.746]]}

No. 7
{"formula": "C6H16", "method": "ωB97M-V with the def2-TZVPD basis set", "smiles": "CC(C)C.CC", "homo_lumo_gap_ev": 12.27, "lumo_ha": 0.041, "charge": 0, "relative_energy_ev": 0.3106, "elements": ["C", "C", "C", "C", "H", "H", "H", "H", "H", "H", "H", "H", "H", "H", "C", "C", "H", "H", "H", "H", "H", "H"], "positions_angstrom": [[-0.836, -1.182, -0.417], [-1.640, -0.095, 0.325], [-1.138, 1.307, 0.019], [-3.140, -0.221, 0.015], [-0.064, -0.737, -1.045], [-1.500, -1.828, -0.992], [-0.335, -1.848, 0.288], [-1.526, -0.209, 1.392], [-0.069, 1.378, 0.250], [-1.168, 1.494, -1.063], [-1.742, 2.052, 0.530], [-3.455, -1.244, 0.241], [-3.709, 0.367, 0.719], [-3.372, 0.116, -0.993], [3.242, -0.660, 0.215], [3.136, 0.854, -0.031], [3.205, -0.841, 1.285], [2.392, -1.143, -0.271], [4.142, -1.091, -0.201], [2.408, 1.267, 0.660], [4.089, 1.333, 0.203], [2.888, 1.078, -1.065]]}

no.,energy (eV)
1,-153343.9620
2,-23372.3723
3,-54268.7033
4,-8961.0421
5,-197810.0108
6,-9410.7259
7,-6481.3472